Record 1
The following is a DFT calculation (ωB97M-V with the def2-TZVPD basis set) of a cluster of 2 separate species, C6H10N4 in total in a non-equilibrium geometry.

```
20
Properties=species:S:1:pos:R:3:forces:R:3:mulliken_charge:R:1
C 2.20522 0.65308 -1.02431 -0.5 -0.8 1.3 -0.13
C 1.89619 0.50970 1.09802 1.0 -0.1 -1.9 -0.02
C -1.52108 1.68504 0.30208 -1.3 1.4 -1.3 -0.36
C -1.62603 0.97526 -1.10786 -4.4 0.9 1.5 -0.56
C -1.90849 0.30405 0.19252 -0.1 -0.1 0.9 -0.16
C -0.01782 -2.46328 0.40102 0.2 -0.7 -3.1 -0.82
N 2.54890 1.19022 0.15719 0.4 0.8 1.8 -0.58
N 1.39852 -0.36713 -0.86982 -0.8 -1.0 -1.2 -0.70
N 1.17609 -0.48072 0.46276 1.0 1.0 -0.9 1.25
N 0.33276 -1.30797 1.02898 -0.1 2.0 3.2 -0.90
H 2.59388 0.99083 -1.96981 -0.2 -0.1 -0.1 0.42
H 2.14824 0.52759 2.14425 -0.6 0.1 0.1 0.38
H -0.53318 1.80324 0.66334 1.0 0.6 0.3 0.11
H -2.27607 2.53157 0.57534 1.4 -1.7 -0.5 0.22
H -2.57866 1.20126 -1.72134 1.4 -0.1 1.1 0.19
H -0.85692 0.81665 -1.77635 2.0 -0.6 -0.6 0.23
H -2.62839 -0.12162 0.90447 0.1 -0.5 -1.3 0.35
H 0.11304 -2.35388 -0.65789 0.2 -0.2 -0.9 0.37
H 0.54101 -3.31383 0.68716 1.2 -0.9 0.7 0.38
H -1.00719 -2.78007 0.51025 -1.8 0.1 0.8 0.31
```
Positions in Å, forces in eV/Å.

- Frontier orbital gap (spin up / spin down): 7.2 / 9.1 eV
- HOMO level (spin up / spin down): -0.2959 / -0.3165 Ha
- Spin multiplicity: 1

=====

Record 2
The following is a DFT calculation (ωB97M-V with the def2-TZVPD basis set) of a cluster of 3 separate species, C4H16N2O2 in total in a non-equilibrium geometry.

```
24
Properties=species:S:1:pos:R:3:forces:R:3:mulliken_charge:R:1
C -0.25830 -2.71965 -0.68235 -1.2 1.3 -0.4 -0.92
N -0.59286 -1.92803 0.56011 2.5 -1.0 -0.7 -0.46
C 0.48531 -0.92894 0.89177 -1.9 -0.1 0.0 -0.79
C 0.49416 0.13545 -0.21268 1.1 1.4 -0.5 -0.50
N 0.14269 1.49132 0.26544 -1.1 -0.5 1.5 -0.43
C -0.45139 2.51927 -0.63859 1.5 -1.5 0.6 -0.98
H 0.78241 -2.94071 -0.90464 0.3 -0.5 0.9 0.35
H -0.52510 -2.18926 -1.61591 -0.5 -0.1 0.6 0.29
H -0.94229 -3.54600 -0.52579 0.4 -0.7 -0.8 0.39
H -0.40981 -2.67518 1.22908 -0.6 0.3 0.5 0.27
H 0.09359 -0.53258 1.82753 0.3 0.6 0.1 0.35
H 1.41626 -1.41998 1.17296 0.3 0.1 -0.6 0.32
H 1.48916 0.30450 -0.64983 0.0 -0.7 0.0 0.30
H -0.13736 -0.16331 -1.05030 -0.2 -0.2 0.1 0.50
H -0.38318 1.37944 1.12472 -0.3 0.2 -0.2 0.28
H -1.10584 3.15934 -0.05825 -0.1 0.1 -0.1 0.34
H 0.44888 3.05551 -0.94425 -0.6 0.5 -0.7 0.27
H -0.97147 2.02101 -1.46507 0.0 0.4 -0.1 0.34
O 2.85622 2.10987 0.98833 -0.3 -0.1 -0.3 -0.66
H 2.93459 2.02858 0.01723 -0.2 0.1 0.9 0.29
H 1.89313 1.99417 1.17913 0.7 0.1 -0.7 0.43
O -2.78660 -0.36884 -0.29729 -0.7 -0.4 -0.1 -0.68
H -2.32448 -1.12376 0.11431 0.2 0.4 -0.1 0.42
H -2.14773 0.33781 -0.32565 0.3 0.2 0.1 0.29
```
Positions in Å, forces in eV/Å.

- Frontier orbital gap: 10.0 eV
- HOMO level: -0.3408 Ha
- Spin multiplicity: 1